(1)
Here is a 2-piece molecular cluster, C3H8O2 overall from OMol25. Energies are from ωB97M-V/def2-TZVPD.

Geometry (Å):
C (-0.394, -0.989, 3.260)
C (-1.759, -0.420, 3.682)
H (0.042, -1.651, 3.991)
H (0.342, -0.200, 3.108)
H (-0.490, -1.405, 2.259)
H (-1.689, 0.239, 4.541)
H (-2.294, 0.058, 2.869)
H (-2.321, -1.317, 3.945)
O (1.071, 0.086, -4.639)
C (1.399, 1.071, -5.211)
O (1.979, 1.035, -6.448)
H (1.239, 2.104, -4.867)
H (2.875, 1.389, -6.490)

## Properties
- energy above the lowest of the compared OMol25 structures with the same formula, charge and spin (kcal/mol) = 22.4
- gap between HOMO and LUMO (eV) = 11.78
- SMILES string = O=CO.CC
- HOMO (eV) = -11.104



(2)
Here is a 2-piece molecular cluster, C3H8O2 overall from OMol25. Energies are from ωB97M-V/def2-TZVPD.

Geometry (Å):
C (1.564, -0.958, 1.285)
C (1.165, -0.001, 2.379)
C (0.225, 0.921, 2.276)
O (0.267, 2.211, 2.737)
H (0.875, -0.654, 0.436)
H (1.335, -1.962, 1.587)
H (2.628, -0.893, 0.838)
H (1.719, 0.265, 3.262)
H (-0.492, 0.740, 1.417)
H (0.115, 2.933, 2.122)
H (-3.870, -1.286, -6.224)
H (-2.642, -0.191, -6.013)
O (-2.888, -1.124, -6.103)

## Properties
- energy above the lowest of the compared OMol25 structures with the same formula, charge and spin (kcal/mol) = 59.6
- gap between HOMO and LUMO (eV) = 9.58
- SMILES string = C/C=C/O.O
- HOMO (eV) = -8.700



(3)
Here is a 2-piece molecular cluster, C3H8O2 overall from OMol25. Energies are from ωB97M-V/def2-TZVPD.

Geometry (Å):
C (-1.249, -0.760, 1.226)
C (-0.922, -0.001, 0.179)
O (-0.002, 1.008, 0.331)
C (-1.304, -0.271, -1.268)
H (-2.138, -1.373, 1.272)
H (-0.536, -0.906, 2.034)
H (0.111, 1.432, -0.515)
H (-1.644, -1.300, -1.275)
H (-0.369, -0.306, -1.835)
H (-2.069, 0.438, -1.598)
H (2.249, 0.458, 0.422)
H (2.680, -0.889, -0.180)
O (2.839, 0.041, -0.218)

## Properties
- energy above the lowest of the compared OMol25 structures with the same formula, charge and spin (kcal/mol) = 34.1
- gap between HOMO and LUMO (eV) = 9.53
- SMILES string = C=C(C)O.O
- HOMO (eV) = -8.785



(4)
Here is C3H8O2 in the gas phase from OMol25. Energies are from ωB97M-V/def2-TZVPD.

Geometry (Å):
C (1.552, 0.752, 0.480)
O (0.447, 0.037, 0.980)
C (-0.080, -0.921, 0.077)
C (-1.451, -0.454, -0.373)
O (-1.366, 0.777, -1.064)
H (1.855, 1.458, 1.258)
H (2.399, 0.088, 0.251)
H (1.291, 1.307, -0.434)
H (0.574, -1.036, -0.798)
H (-0.141, -1.892, 0.589)
H (-1.898, -1.179, -1.061)
H (-2.104, -0.370, 0.509)
H (-1.077, 1.431, -0.415)

## Properties
- energy above the lowest of the compared OMol25 structures with the same formula, charge and spin (kcal/mol) = 29.3
- gap between HOMO and LUMO (eV) = 10.78
- SMILES string = COCCO
- HOMO (eV) = -9.749



(5)
Here is a 2-piece molecular cluster, C3H8O2 overall from OMol25. Energies are from ωB97M-V/def2-TZVPD.

Geometry (Å):
O (-0.438, 0.417, 1.750)
C (-1.298, -0.171, 1.078)
C (-0.999, 0.340, -1.399)
C (-1.061, -0.722, -0.291)
H (-2.378, -0.217, 1.361)
H (-1.810, 1.082, -1.304)
H (-1.116, -0.188, -2.361)
H (-0.033, 0.873, -1.405)
H (-1.935, -1.371, -0.494)
H (-0.178, -1.378, -0.163)
O (3.676, 0.299, 1.443)
H (3.752, 1.243, 1.177)
H (3.817, -0.206, 0.610)

## Properties
- energy above the lowest of the compared OMol25 structures with the same formula, charge and spin (kcal/mol) = 26.6
- gap between HOMO and LUMO (eV) = 10.54
- SMILES string = CCC=O.O
- HOMO (eV) = -9.782



(6)
Here is a 2-piece molecular cluster, C3H8O2 overall from OMol25. Energies are from ωB97M-V/def2-TZVPD.

Geometry (Å):
C (0.190, -1.056, 1.826)
C (0.056, -0.061, 0.832)
O (-0.927, -0.310, -0.229)
C (0.588, 1.407, 0.930)
H (1.186, -1.002, 2.230)
H (-0.744, -1.102, 2.506)
H (-1.556, -0.740, 0.381)
H (1.349, 1.531, 1.707)
H (-0.252, 2.020, 1.406)
H (1.023, 1.759, -0.096)
H (-0.641, -0.417, -3.132)
H (0.013, 0.171, -1.963)
O (0.254, -0.184, -2.841)

## Properties
- energy above the lowest of the compared OMol25 structures with the same formula, charge and spin (kcal/mol) = 83.3
- gap between HOMO and LUMO (eV) = 8.82
- SMILES string = C=C(C)O.O
- HOMO (eV) = -8.663



(7)
Here is C3H8O2 in the gas phase from OMol25. Energies are from ωB97M-V/def2-TZVPD.

Geometry (Å):
O (-0.849, 1.246, 0.790)
C (-1.223, -0.017, 0.231)
C (-0.157, -0.515, -0.741)
C (1.260, -0.383, -0.182)
O (1.717, 0.949, -0.202)
H (-0.871, 1.171, 1.750)
H (-2.187, 0.107, -0.278)
H (-1.364, -0.752, 1.034)
H (-0.198, 0.060, -1.673)
H (-0.384, -1.561, -0.985)
H (1.295, -0.805, 0.838)
H (1.959, -0.969, -0.788)
H (1.004, 1.469, 0.205)

## Properties
- energy above the lowest of the compared OMol25 structures with the same formula, charge and spin (kcal/mol) = 19.0
- gap between HOMO and LUMO (eV) = 10.73
- SMILES string = OCCCO
- HOMO (eV) = -9.983



(8)
Here is a 2-piece molecular cluster, C3H8O2 overall from OMol25. Energies are from ωB97M-V/def2-TZVPD.

Geometry (Å):
C (0.866, 0.971, 0.707)
C (0.568, -1.140, -0.655)
C (0.373, 0.336, -0.578)
O (-2.207, 0.023, 0.704)
O (-1.874, 0.666, -0.476)
H (0.497, 0.530, 1.655)
H (1.920, 0.821, 0.647)
H (0.497, 1.965, 0.746)
H (0.322, -1.435, -1.670)
H (0.010, -1.729, 0.122)
H (1.555, -1.370, -0.332)
H (0.437, 1.068, -1.420)
H (-2.961, -0.708, 0.551)

## Properties
- 2S+1 = 3
- energy above the lowest of the compared OMol25 structures with the same formula, charge and spin (kcal/mol) = 32.7
- gap between HOMO and LUMO (spin up / spin down) (eV) = 7.04 / 9.41
- HOMO (spin up / spin down) (eV) = -6.524 / -10.791